14
Properties=species:S:1:pos:R:3:forces:R:3:mulliken_charge:R:1 method="wB97M-V/def2-TZVPD" total_charge=+2 e_above_lowest_kcal_mol=68.82 homo_energy_ev=-19.3 multiplicity=1 total_energy_ev=-19411.84190 homo_lumo_gap_ev=8.73
H -2.988 -0.245 -1.110 0.753 -0.184 0.691 0.34
N -1.953 -0.262 -1.241 -1.326 -0.088 -3.007 -0.69
N -1.193 0.142 -0.414 3.040 -0.159 2.457 1.06
N -1.433 0.421 0.837 -5.120 -0.405 0.220 -0.44
C 0.215 0.377 -0.750 1.784 -0.896 -0.909 -0.04
N 1.253 -0.206 -0.188 -1.524 2.050 -0.779 0.37
N 1.114 -1.092 0.766 0.936 -1.890 2.298 -0.58
S 2.962 0.443 -0.283 -2.193 1.781 -1.465 0.13
H -2.411 0.218 1.072 0.232 0.194 -0.122 0.29
H -0.971 0.604 1.677 2.683 0.558 0.784 0.24
H 0.366 1.017 -1.596 -0.051 0.240 -0.306 0.42
H 0.627 -2.013 0.715 0.190 1.107 -0.763 0.30
H 1.965 -1.123 1.340 -0.572 -0.334 -0.060 0.30
H 2.449 1.718 -0.824 1.169 -1.976 0.961 0.30

12
Properties=species:S:1:pos:R:3:forces:R:3:mulliken_charge:R:1 method="wB97M-V/def2-TZVPD" smiles="C[C@H](Br)C=C(F)F" e_above_lowest_kcal_mol=0.00 homo_energy_ev=-9.8 multiplicity=1 total_energy_ev=-79706.06593 homo_lumo_gap_ev=10.63
C -0.724 0.062 -0.114 -0.001 -0.178 -0.104 -1.22
C 0.600 -0.638 -0.354 0.073 -0.101 -0.015 0.08
Br 0.377 -2.583 0.033 0.009 0.278 -0.123 -0.15
C 1.683 -0.122 0.522 0.157 -0.064 -0.171 -0.35
C 2.850 0.295 0.067 0.012 0.143 -0.023 0.36
F 3.832 0.762 0.823 -0.183 -0.113 -0.173 -0.23
F 3.206 0.339 -1.210 -0.059 -0.058 0.298 -0.23
H -1.025 -0.030 0.927 -0.012 0.002 0.051 0.34
H -1.502 -0.370 -0.740 -0.051 -0.002 0.002 0.36
H -0.625 1.118 -0.359 0.035 0.088 -0.011 0.36
H 0.890 -0.599 -1.405 -0.060 -0.058 0.178 0.33
H 1.514 -0.111 1.587 0.082 0.063 0.089 0.35

46
Properties=species:S:1:pos:R:3:forces:R:3:mulliken_charge:R:1 method="wB97M-V/def2-TZVPD" total_charge=+3 homo_energy_ev="-18.3 / -18.3" multiplicity=1 total_energy_ev=-35123.34071 homo_lumo_gap_ev="5.49 / 5.49"
Ru -2.012 -0.489 0.009 -0.616 0.822 0.311 0.52
C 2.604 4.816 -1.190 -0.020 -0.002 -0.003 -1.49
C 1.925 3.533 -0.924 -0.007 0.067 0.017 0.60
C 2.535 2.311 -1.278 -0.009 -0.038 0.011 -1.15
C 1.899 1.126 -1.065 0.007 0.063 -0.007 -0.58
C 0.599 1.078 -0.454 0.168 0.075 -0.058 0.88
N 0.008 -0.057 -0.098 -0.059 -0.056 0.027 0.13
C 0.710 -1.220 0.146 0.171 0.115 -0.217 0.76
C 2.061 -1.275 0.549 -0.024 -0.020 0.165 -0.49
C 2.665 -2.489 0.784 -0.028 -0.093 -0.013 -1.18
C 1.973 -3.701 0.639 -0.027 0.038 -0.016 0.61
C 2.620 -5.003 0.940 -0.011 0.009 0.018 -1.48
C 0.606 -3.660 0.246 0.119 -0.026 0.030 -0.86
C 0.017 -2.457 0.038 -0.205 -0.058 -0.032 0.16
N -1.372 -2.352 -0.385 0.165 -0.297 -0.027 0.26
C -1.799 -1.903 -1.654 -0.150 -0.065 0.071 0.02
C -3.173 -1.730 -1.513 0.072 0.096 -0.086 -0.41
C -3.518 -2.171 -0.196 -0.294 -0.306 -0.231 -0.51
N -2.425 -2.576 0.484 0.308 0.285 0.139 -0.34
C -0.063 2.348 -0.216 -0.007 -0.082 0.026 -0.01
C 0.600 3.517 -0.403 0.030 0.012 0.004 -0.54
N -1.381 2.352 0.293 -0.045 0.109 -0.003 0.77
C -1.821 2.700 1.519 -0.018 0.025 -0.033 -0.22
C -3.180 2.146 1.681 0.209 -0.089 -0.153 -0.17
C -3.402 1.519 0.343 0.000 -0.312 -0.176 -0.15
N -2.349 1.635 -0.427 0.154 -0.046 -0.190 -0.94
H 3.687 4.722 -1.120 0.001 0.002 0.001 0.43
H 2.244 5.619 -0.548 0.003 -0.002 0.002 0.43
H 2.381 5.110 -2.227 0.003 0.002 0.004 0.36
H 3.503 2.327 -1.764 -0.002 0.009 -0.004 0.51
H 2.335 0.207 -1.435 -0.032 -0.016 -0.004 0.74
H 2.590 -0.361 0.786 -0.002 -0.015 0.006 0.70
H 3.691 -2.512 1.129 -0.002 -0.005 0.000 0.47
H 3.704 -4.942 0.875 0.000 -0.001 -0.004 0.43
H 2.251 -5.794 0.287 0.006 0.003 -0.005 0.42
H 2.366 -5.295 1.966 -0.002 0.000 -0.005 0.34
H 0.046 -4.579 0.122 0.009 -0.004 0.003 0.56
H -1.131 -1.845 -2.498 0.003 0.031 0.001 0.51
H -3.850 -1.367 -2.272 -0.001 -0.014 -0.004 0.52
H -4.499 -2.277 0.243 0.024 0.015 0.058 0.52
H 0.105 4.456 -0.188 0.017 0.011 -0.014 0.56
H -1.306 3.396 2.165 0.012 -0.026 0.021 0.53
H -3.986 2.546 2.283 0.027 -0.024 0.055 0.61
H -4.349 1.194 -0.065 -0.032 0.068 0.018 0.55
O -1.920 0.045 1.946 0.291 -0.239 0.320 -0.29
O -2.192 1.351 2.448 -0.200 -0.023 -0.026 -0.10

112
Properties=species:S:1:pos:R:3:forces:R:3:mulliken_charge:R:1 method="wB97M-V/def2-TZVPD" total_charge=+2 homo_energy_ev="-12.5 / -12.6" multiplicity=2 total_energy_ev=-104695.91990 homo_lumo_gap_ev="5.63 / 6.26"
Re -0.718 0.222 -0.827 0.555 1.015 -1.312 0.41
C 3.121 2.069 -2.496 0.041 0.141 -0.159 -0.59
Si 2.169 0.486 -2.795 0.202 -0.002 -0.043 0.37
C 2.260 -0.215 -4.529 -0.016 0.123 -0.236 -1.56
C 2.933 -0.828 -1.749 -0.086 -0.111 0.133 -0.86
N 0.431 0.897 -2.403 -0.527 -0.657 1.280 1.38
C -0.091 1.926 -3.204 0.009 0.359 -0.390 1.27
C 0.523 2.470 -4.357 0.124 -0.237 0.176 -0.90
C -0.088 3.451 -5.112 -0.176 0.142 -0.027 -1.19
C -1.337 3.956 -4.756 0.023 -0.041 -0.002 -0.75
C -1.957 3.482 -3.607 -0.143 0.299 -0.242 -1.12
C -1.315 2.510 -2.894 0.441 0.090 -0.499 -0.35
F -1.891 2.093 -1.743 -0.361 -0.612 1.006 0.72
H 3.635 2.022 -1.530 -0.119 0.008 -0.158 -0.31
H 2.476 2.952 -2.499 0.107 -0.013 -0.022 0.34
H 3.885 2.219 -3.271 -0.128 -0.010 0.158 0.54
H 3.203 0.104 -4.995 -0.165 -0.070 0.044 0.48
H 1.442 0.080 -5.192 0.140 -0.106 0.041 0.53
H 2.276 -1.307 -4.479 0.010 0.078 0.008 0.37
H 4.001 -0.849 -2.013 -0.159 0.045 0.015 0.53
H 2.523 -1.813 -1.981 0.062 0.039 0.054 0.42
H 2.860 -0.643 -0.678 0.056 -0.041 -0.089 -0.36
H 1.492 2.115 -4.682 -0.118 0.075 0.065 0.31
H 0.417 3.829 -5.992 -0.052 -0.040 0.058 0.50
H -1.824 4.708 -5.364 0.064 -0.041 0.067 0.44
H -2.918 3.855 -3.267 0.109 -0.056 -0.048 0.56
I 0.118 -2.311 -0.165 -0.166 0.234 0.164 0.29
C 2.062 -3.016 0.351 0.003 0.703 0.247 0.19
C 2.214 -4.216 -0.271 0.024 -0.211 -0.070 -0.52
C 3.312 -5.038 0.034 0.038 -0.227 -0.115 -1.15
C 4.204 -4.623 0.968 0.083 -0.013 0.021 -0.87
C 4.063 -3.375 1.624 -0.294 0.145 -0.118 1.34
C 5.009 -3.040 2.615 0.160 -0.096 0.066 -0.85
C 4.916 -1.877 3.310 0.055 0.111 0.113 -1.12
C 3.900 -0.967 2.983 0.008 -0.055 -0.049 -0.17
C 2.969 -1.205 1.997 -0.140 -0.009 -0.188 0.36
P 1.871 0.253 1.631 -0.219 -0.415 -0.004 1.85
C 3.064 1.634 1.420 0.092 -0.239 -0.048 0.81
C 2.694 2.957 1.667 -0.029 -0.109 0.115 -0.48
C 3.561 4.009 1.396 -0.129 0.006 0.024 -1.10
C 4.811 3.759 0.851 0.063 -0.052 -0.054 -0.87
C 5.185 2.449 0.574 -0.010 -0.043 0.053 -0.65
C 4.320 1.398 0.848 0.048 0.021 0.142 -1.16
C 1.082 0.453 3.288 0.236 -0.041 0.012 1.03
C 0.164 -0.544 3.631 0.121 -0.001 0.100 -0.51
C -0.432 -0.565 4.884 0.044 -0.034 -0.028 -0.67
C -0.128 0.421 5.815 -0.049 -0.018 0.026 -0.85
C 0.784 1.415 5.488 0.055 0.068 -0.125 -0.86
C 1.390 1.432 4.233 -0.083 -0.082 0.089 -0.36
C 2.981 -2.477 1.314 0.097 -0.100 0.016 -0.31
H 1.475 -4.559 -0.988 0.119 -0.002 0.036 0.48
H 3.419 -5.996 -0.462 -0.004 0.093 0.029 0.46
H 5.047 -5.251 1.234 -0.055 0.063 0.016 0.42
H 5.811 -3.743 2.819 -0.101 0.059 -0.022 0.43
H 5.628 -1.634 4.088 -0.029 -0.005 -0.021 0.45
H 3.871 -0.025 3.516 -0.008 0.036 -0.009 0.47
H 1.721 3.172 2.095 0.342 -0.119 0.100 0.46
H 3.263 5.027 1.625 0.012 -0.068 -0.020 0.49
H 5.491 4.575 0.643 -0.026 -0.034 0.023 0.44
H 6.160 2.241 0.148 -0.069 0.018 0.017 0.47
H 4.638 0.386 0.627 -0.010 0.022 0.040 0.29
H -0.066 -1.333 2.921 -0.034 -0.016 -0.029 0.19
H -1.128 -1.357 5.136 0.048 0.019 -0.017 0.60
H -0.582 0.401 6.800 0.045 0.004 -0.080 0.44
H 1.050 2.171 6.218 -0.024 -0.038 -0.044 0.53
H 2.120 2.199 4.020 0.051 -0.008 -0.020 0.47
N -2.603 0.667 2.948 -0.378 0.200 0.170 0.72
C -3.201 -0.565 2.741 0.110 -0.021 -0.023 0.47
C -4.085 -1.305 3.520 -0.039 0.102 0.136 -1.12
C -4.497 -2.513 3.005 -0.045 -0.104 -0.008 -0.80
C -4.057 -2.963 1.747 0.015 -0.001 -0.062 -1.04
C -3.185 -2.222 0.978 0.035 0.029 0.101 -0.57
C -2.736 -1.008 1.503 0.233 0.062 -0.035 0.79
N -1.860 -0.034 0.993 -0.024 -0.232 0.042 0.89
C -1.836 0.937 1.888 -0.033 -0.043 -0.061 -0.94
C -1.120 2.163 1.607 0.039 0.085 -0.058 -0.62
C -1.174 3.367 2.225 -0.058 0.134 0.240 0.11
S -0.266 4.512 1.345 -0.195 0.186 -0.169 -0.19
C 0.141 3.328 0.196 0.006 0.090 -0.199 -0.83
N -0.361 2.151 0.451 -0.518 -0.630 -0.164 0.44
H -2.692 1.237 3.774 0.048 -0.040 -0.019 0.33
H -4.447 -0.943 4.476 0.060 -0.038 -0.076 0.54
H -5.180 -3.130 3.576 0.034 0.059 -0.054 0.46
H -4.423 -3.912 1.370 0.036 0.086 0.037 0.52
H -2.879 -2.557 -0.002 0.017 -0.041 0.021 0.15
H -1.707 3.641 3.129 0.116 -0.041 -0.178 0.54
H 0.775 3.543 -0.659 -0.123 -0.077 0.116 0.14
C -6.440 1.214 0.960 -0.023 -0.046 -0.004 -0.65
C -5.191 1.814 0.877 0.069 0.033 -0.030 -0.77
C -4.238 1.344 -0.014 -0.100 0.047 -0.145 0.52
C -4.502 0.256 -0.855 0.057 0.047 -0.058 1.13
C -5.788 -0.299 -0.788 -0.071 -0.121 -0.017 -0.96
C -6.738 0.158 0.112 -0.010 -0.030 -0.021 -0.89
C -3.593 -0.440 -1.792 -0.007 -0.092 -0.003 -0.80
C -2.265 -0.719 -1.877 0.577 0.167 0.381 0.82
C -1.868 -1.856 -2.785 -0.009 -0.027 -0.153 -0.11
C -0.781 -1.783 -3.661 -0.115 0.102 -0.101 0.52
C -0.437 -2.849 -4.477 0.061 0.023 -0.003 -0.93
C -1.164 -4.031 -4.432 -0.014 -0.073 0.018 -0.66
C -2.240 -4.134 -3.562 -0.049 0.001 0.051 -1.15
C -2.582 -3.062 -2.745 0.035 0.086 0.140 -0.62
H -7.182 1.581 1.660 0.043 -0.010 -0.047 0.46
H -4.963 2.671 1.503 -0.001 -0.047 -0.061 0.48
H -3.304 1.871 -0.078 0.163 0.068 -0.031 0.44
H -6.038 -1.126 -1.447 0.014 0.088 0.064 0.42
H -7.718 -0.304 0.140 0.069 0.017 -0.004 0.44
H -4.174 -0.988 -2.531 -0.066 -0.081 0.013 0.72
H -0.220 -0.861 -3.727 -0.029 -0.094 -0.040 0.22
H 0.402 -2.759 -5.162 -0.104 0.023 0.060 0.44
H -0.895 -4.866 -5.071 -0.033 0.085 0.060 0.45
H -2.821 -5.050 -3.518 0.074 0.110 0.015 0.45
H -3.409 -3.168 -2.049 -0.021 0.017 -0.108 0.44